# 1
{
  "formula": "CBrClFI",
  "method": "ωB97M-V/def2-TZVPD",
  "molar_mass_g_mol": 273.3,
  "relative_energy_kcal_mol": 63.4,
  "homo_energy_ev": [-7.9, -7.9],
  "gap_ev": [4.360, 4.368],
  "energy_ha": -3469.7431,
  "species": ["Br", "F", "Cl", "I", "C"],
  "xyz": [[-1.4532, -0.6753, 0.2373], [1.1639, -1.0566, 1.3295], [0.9858, 0.9494, -0.2262], [-4.7214, -0.5669, -0.1029], [0.4072, -0.4437, 0.4258]],
  "lowdin_charge": [0.653, 0.030, 0.814, -0.376, -1.122]
}



# 2
{
  "formula": "CH2O4S",
  "method": "ωB97M-V/def2-TZVPD",
  "molar_mass_g_mol": 110.1,
  "relative_energy_kcal_mol": 18.4,
  "s_squared": 2.010,
  "homo_energy_ev": [-6.8, -10.9],
  "multiplicity": 3,
  "gap_ev": [6.710, 7.759],
  "energy_ha": -738.2008,
  "species": ["O", "C", "O", "O", "H", "S", "O", "H"],
  "xyz": [[-0.3839, 0.2423, -1.4018], [1.1008, -0.8272, 0.4151], [-0.8260, -0.7811, 1.1454], [-0.2235, 1.5061, 0.9549], [0.5861, 0.2546, 0.3362], [-1.2458, 0.5391, 0.5033], [1.7511, -1.7199, 0.2303], [-0.7589, 0.7862, -2.1833]],
  "lowdin_charge": [-0.271, 0.035, -0.499, -0.472, 0.061, 0.799, 0.271, 0.076]
}



# 3
{
  "formula": "C29H61Cl24NO4P",
  "method": "ωB97M-V/def2-TZVPD",
  "charge": -1,
  "molar_mass_g_mol": 1369.7,
  "homo_energy_ev": -4.5,
  "gap_ev": 6.337,
  "energy_ha": -12883.2020,
  "species": ["H", "Cl", "H", "C", "H", "C", "C", "C", "H", "H", "H", "H", "C", "H", "H", "O", "H", "H", "H", "H", "H", "C", "Cl", "H", "H", "H", "C", "C", "H", "H", "H", "C", "H", "H", "Cl", "H", "H", "Cl", "C", "H", "H", "H", "H", "H", "C", "C", "C", "Cl", "Cl", "Cl", "H", "H", "O", "C", "Cl", "C", "H", "C", "H", "P", "H", "Cl", "H", "H", "C", "Cl", "H", "H", "H", "H", "C", "Cl", "H", "H", "H", "Cl", "H", "O", "H", "C", "H", "C", "H", "C", "Cl", "H", "N", "C", "C", "Cl", "H", "H", "H", "Cl", "Cl", "H", "H", "Cl", "H", "Cl", "H", "O", "C", "C", "Cl", "C", "C", "C", "Cl", "C", "Cl", "H", "H", "Cl", "Cl", "H", "H", "H", "Cl", "H"],
  "xyz": [[3.6444, -3.3652, 2.1767], [-6.1909, 4.4553, -2.9962], [-4.5430, 2.4221, 1.2073], [-3.9710, -1.0995, 4.3786], [-0.2106, -3.1797, 3.7225], [1.7991, -9.0292, 0.7620], [-6.5396, 2.4108, 1.9488], [-3.3264, 1.6760, -1.6358], [0.9465, -9.3055, 1.3796], [-5.6846, -2.3870, 4.1399], [-3.9287, 4.8537, -4.7511], [4.3813, -0.4577, 1.5638], [-0.1090, -3.4069, 2.6644], [7.4274, 1.2384, -1.1145], [5.1808, -0.1130, 7.6555], [-1.2587, 0.6054, -0.4218], [3.6148, -2.7570, -4.2954], [4.9083, -1.7649, 5.9037], [-1.3041, -2.9770, -4.0383], [-6.9307, 2.1323, 0.9726], [1.4289, 0.8667, -5.4543], [-5.8464, 5.6927, -4.2299], [1.9659, -10.2920, -0.4888], [3.0425, -1.3200, 0.8096], [-6.6586, 3.4828, 2.0801], [-2.4513, 2.4775, 0.3554], [-4.3711, 5.8183, -4.5107], [0.3218, 1.2866, -2.0779], [1.9350, -4.2001, -3.0509], [-0.7843, 4.3994, -1.6727], [-2.3896, 4.2415, -2.3232], [-1.4477, -3.7861, 2.0852], [-3.1118, 5.6276, -0.4637], [0.7360, -7.6648, -0.5258], [1.4339, -2.6496, -1.3435], [1.6764, 2.1929, 2.5886], [-3.1450, 0.8619, -2.3374], [-4.3204, 2.5939, 3.5435], [-5.0975, 1.9999, 2.0444], [3.3076, 2.8705, 2.6628], [3.3549, -3.7843, -2.0892], [-3.4812, -0.2757, 3.8658], [0.3143, -2.5381, 2.1656], [5.8726, 1.9652, -0.6894], [0.1046, 0.4704, -0.7597], [4.1132, -1.6512, 6.6374], [4.6673, -1.0418, 7.8977], [3.0749, 5.1911, 0.9503], [1.4854, -1.7984, -4.5620], [3.3913, -0.6362, 9.0786], [-4.9894, 0.9188, 2.0211], [1.4688, 4.6108, 2.5658], [-0.8759, 1.9064, -2.4099], [1.8693, 2.8488, -6.1813], [3.4922, 1.4505, -4.4867], [2.2797, 1.4512, -5.7931], [2.7344, 3.4654, -6.4147], [2.8846, -2.3423, -3.6019], [5.3695, -1.7120, 8.3865], [-1.6791, 2.2391, -0.8655], [8.0117, 1.0899, 1.3264], [-3.4819, 6.4930, -3.1274], [-1.9769, 5.7939, 1.3438], [-3.2549, -2.1509, -2.6772], [3.6689, -1.2608, 1.6997], [-2.6295, -0.4228, -4.1138], [-3.7239, 2.5077, -2.2201], [1.3482, -6.9544, 0.9685], [-4.2152, 6.4913, -5.3528], [2.7302, 0.9481, -6.6477], [1.8391, 4.1135, 1.6716], [-2.8077, -2.4558, 4.4401], [1.1708, 1.9690, -1.9418], [-1.8224, -4.7161, 2.5079], [-5.9731, -0.6830, 3.7649], [5.5468, -2.4819, 3.2591], [-6.3665, 5.3919, -5.1383], [-4.3458, 1.3825, -0.6884], [-2.6675, -4.1029, -3.9898], [1.5679, -7.6632, 0.1732], [-6.2634, 6.6354, -3.8844], [-2.2110, 5.0182, -0.3397], [3.3187, -1.4678, -3.1217], [2.4765, -3.3779, -2.5893], [-1.3831, -3.9659, 0.3142], [-4.1739, -0.7932, 5.4029], [-1.5213, 5.1174, 0.7313], [-1.8024, 4.1006, -1.4226], [4.3538, -2.5795, 1.9313], [2.5928, -0.8031, 3.0515], [0.2631, -0.6038, -0.8469], [-2.1709, -3.0041, 2.2802], [7.8152, 2.7463, 0.7372], [6.1060, 2.1330, 2.2168], [-7.5618, 1.5976, 3.1745], [-3.4565, 0.5095, 0.7355], [3.3333, -1.0326, 6.2017], [5.9694, -0.3206, -0.1328], [-0.4640, 2.6346, -0.1831], [0.9473, 3.6554, -4.8914], [1.0139, 4.0215, 0.9662], [-3.9614, 0.1755, -0.0213], [-5.2507, -1.4957, 3.6934], [-3.2297, -2.0548, -3.7632], [-4.9960, -1.8181, 1.9566], [7.2968, 1.8095, 0.9349], [6.6657, 1.3084, -0.3396], [2.4192, 2.7725, 2.0422], [-2.3900, -3.1707, -6.1250], [-2.3389, -3.1249, -4.3381], [2.8557, 1.8200, 0.6045], [2.6949, -9.0490, 1.3770], [4.8979, -2.8746, 1.0350], [1.0779, -4.7390, 2.5246], [3.4304, -3.2746, 6.9155], [0.6725, 0.5654, -2.8285], [1.2246, 2.8038, -7.0581], [0.7905, 0.8300, 0.0041], [3.0055, -7.0493, -0.6884], [-4.2457, -2.1331, -4.1430]],
  "lowdin_charge": [0.030, 0.552, 0.046, -0.620, 0.044, -0.663, -0.621, -0.288, 0.072, 0.067, 0.073, -0.061, -0.656, 0.072, 0.071, -0.339, 0.073, 0.023, 0.035, 0.079, 0.026, -0.671, 0.523, 0.039, 0.068, 0.020, -0.650, -0.309, 0.067, 0.080, 0.011, -0.717, 0.069, 0.072, 0.609, 0.066, -0.018, 0.543, -0.665, 0.035, 0.065, 0.047, 0.045, 0.065, -0.307, -0.681, -0.664, 0.509, 0.591, 0.524, 0.013, 0.073, -0.329, -0.670, 0.539, -0.675, 0.061, -0.645, 0.064, 0.615, 0.066, 0.604, 0.026, 0.080, -0.728, 0.647, 0.070, 0.012, 0.069, 0.070, -0.646, 0.640, 0.078, 0.068, 0.027, 0.554, 0.068, -0.233, 0.070, -0.662, 0.063, -0.346, 0.053, -0.644, 0.530, 0.077, 0.062, -0.301, -0.650, 0.576, 0.017, -0.032, 0.072, 0.571, 0.528, 0.043, 0.053, 0.624, 0.035, 0.579, 0.033, -0.126, -0.639, -0.633, 0.627, -0.650, -0.623, -0.635, 0.510, -0.663, 0.619, 0.067, 0.059, 0.564, 0.529, 0.071, 0.069, 0.008, 0.530, 0.068]
}



# 4
{
  "formula": "C25H35N2PbS",
  "method": "ωB97M-V/def2-TZVPD",
  "charge": 1,
  "molar_mass_g_mol": 602.8,
  "homo_energy_ev": [-9.3, -9.3],
  "gap_ev": [5.426, 5.427],
  "energy_ha": -1673.8316,
  "species": ["C", "H", "C", "H", "C", "H", "N", "C", "H", "H", "C", "H", "S", "H", "H", "H", "C", "H", "C", "C", "C", "H", "H", "H", "C", "H", "H", "H", "H", "H", "C", "H", "H", "H", "C", "H", "C", "C", "H", "C", "H", "H", "H", "C", "C", "C", "C", "H", "H", "H", "H", "H", "Pb", "H", "C", "H", "C", "C", "N", "H", "C", "H", "C", "C"],
  "xyz": [[-0.4111, 2.9806, -2.0074], [1.2342, -4.3053, 0.0981], [1.3031, -2.0034, 1.6217], [1.9894, -2.1818, -0.4363], [0.2452, -3.9135, 0.3710], [-0.4342, -4.7683, 0.4853], [1.5696, 4.5165, 1.3714], [-0.1771, 4.2192, 2.6896], [-2.2615, -4.3117, 1.3808], [-0.2756, -4.7556, 2.9479], [0.5795, 5.1689, 2.0885], [1.7051, 1.3715, -4.0311], [2.4550, 2.0474, 0.7051], [-3.5696, 1.9787, -2.1232], [0.5231, 6.2436, 2.1041], [-4.9807, -0.9583, 1.5931], [1.4345, 3.1766, 1.4866], [3.6011, 4.7556, 0.8803], [2.0341, -1.6236, 0.5064], [-3.9727, -1.3579, 1.6892], [0.3459, -1.9508, -3.1375], [0.4800, -1.8818, -4.2302], [-2.1235, -2.6347, -1.8642], [2.5822, 6.2271, 0.7856], [-0.2731, -0.7151, -2.6054], [-0.1328, -3.2952, -0.4594], [-3.2943, -1.6774, -2.7969], [2.4777, 4.9695, -0.4838], [0.4405, -3.3787, 3.8108], [1.4912, -1.5054, 2.5842], [-0.6101, 1.5143, -2.1091], [1.3410, -2.1320, -2.7023], [-0.7076, 3.4794, -2.9467], [0.6392, 3.2425, -1.8141], [-3.7288, -2.7177, 1.4429], [-4.5564, -3.3788, 1.1665], [-2.4313, -3.2498, 1.5588], [-1.6793, -1.1088, 2.1548], [-1.0196, 3.4197, -1.2034], [-1.8101, 0.8044, -1.8087], [2.3333, -0.0236, -3.1366], [-3.0535, 0.5392, 2.3268], [-2.8817, 2.1260, -0.4959], [2.6227, 5.1535, 0.5886], [1.7245, 0.8857, -3.0409], [0.3511, 0.5660, -2.5874], [0.3467, -3.1168, 1.6597], [2.9024, -0.9635, 0.6190], [2.2418, 1.5670, -2.3471], [1.4835, -4.4753, 2.8758], [-1.0330, 4.2946, 3.3341], [0.0554, 2.0943, 2.6723], [0.4340, 0.3990, 0.3598], [-0.2784, -2.8311, -2.9405], [-1.3941, -2.3884, 1.8968], [-0.6012, -1.0191, 2.6503], [-3.0654, 1.4178, -1.3189], [-1.5950, -0.5707, -2.1005], [0.3592, 2.9964, 2.3127], [-3.7682, 0.6579, -0.9566], [-2.5990, -1.6475, -1.9407], [-3.1967, -1.4997, -1.0311], [-2.9258, -0.5156, 2.0917], [0.5023, -3.9852, 2.8983]],
  "lowdin_charge": [-0.063, 0.103, -0.220, 0.068, -0.051, 0.086, -0.117, -0.039, 0.110, 0.093, -0.016, 0.096, 0.599, 0.093, 0.135, 0.114, -0.751, 0.094, -0.115, -0.075, -0.053, 0.097, 0.066, 0.102, -0.266, 0.080, 0.096, 0.099, 0.093, 0.125, -0.358, 0.066, 0.095, 0.057, -0.059, 0.117, -0.044, -0.202, 0.071, -0.296, 0.079, 0.107, 0.070, -0.015, -0.061, -0.309, -0.424, 0.057, 0.049, 0.097, 0.127, 0.126, 1.309, 0.069, -0.137, 0.117, -0.051, -0.258, 0.055, 0.068, -0.042, 0.055, -0.074, -0.045]
}



Copy entry 2 word for word.
{
  "formula": "CH2O4S",
  "method": "ωB97M-V/def2-TZVPD",
  "molar_mass_g_mol": 110.1,
  "relative_energy_kcal_mol": 18.4,
  "s_squared": 2.010,
  "homo_energy_ev": [-6.8, -10.9],
  "multiplicity": 3,
  "gap_ev": [6.710, 7.759],
  "energy_ha": -738.2008,
  "species": ["O", "C", "O", "O", "H", "S", "O", "H"],
  "xyz": [[-0.3839, 0.2423, -1.4018], [1.1008, -0.8272, 0.4151], [-0.8260, -0.7811, 1.1454], [-0.2235, 1.5061, 0.9549], [0.5861, 0.2546, 0.3362], [-1.2458, 0.5391, 0.5033], [1.7511, -1.7199, 0.2303], [-0.7589, 0.7862, -2.1833]],
  "lowdin_charge": [-0.271, 0.035, -0.499, -0.472, 0.061, 0.799, 0.271, 0.076]
}